This record from the OMol25 dataset describes a 20-piece molecular cluster, C62H171N7O37 overall. The level of theory is the ωB97M-V functional and the def2-TZVPD basis.

```
277
Properties=species:S:1:pos:R:3:forces:R:3
C 3.158141 1.399305 8.667827 -1.08 0.99 -0.59
O 2.172301 1.394065 7.591167 0.91 0.37 1.47
C 2.703011 0.976625 6.338287 -1.25 -0.67 0.44
C 1.746811 1.335365 5.216057 0.36 -0.19 -0.40
N 1.956351 2.663065 4.670867 -2.01 0.28 1.63
C 1.021081 2.874985 3.554477 2.48 -0.80 0.21
C 1.007671 4.231055 2.957997 -1.10 0.34 0.76
O 2.265051 4.693725 2.578867 0.40 -0.33 0.04
C 2.169641 5.771865 1.706407 1.64 0.01 -0.71
H 3.835831 2.224595 8.449337 0.46 -0.21 0.11
H 3.684411 0.478985 8.921137 0.07 -0.28 -0.82
H 2.647171 1.647225 9.598177 -0.37 0.18 -0.19
H 2.701661 -0.104895 6.473977 0.72 -0.33 -0.78
H 3.687981 1.382895 6.108327 0.22 0.02 0.29
H 0.706101 1.120335 5.458507 -0.18 0.60 0.62
H 1.871531 0.595695 4.425217 0.59 -0.56 -0.40
H 2.943591 2.825335 4.532577 -0.17 0.35 -0.64
H -0.012269 2.603395 3.770187 0.11 -0.12 0.46
H 1.432971 2.182635 2.820247 -0.65 -0.27 -0.99
H 0.565261 4.955265 3.642017 -0.12 0.14 0.35
H 0.274721 4.126405 2.158037 0.15 0.36 -0.81
H 3.179661 6.084765 1.441737 0.40 -0.12 0.23
H 1.756301 6.687425 2.129507 -0.90 -0.22 -0.08
H 1.814801 5.389565 0.749307 -0.97 0.57 -0.12
C -4.464469 -0.747835 0.648387 0.10 -0.05 0.62
O -5.660869 -0.207735 1.198637 0.65 0.32 -0.37
C -5.911469 1.106265 0.713477 -1.05 -0.45 -1.38
C -7.418979 1.387405 0.764827 1.27 -0.12 0.83
N -7.774789 1.581915 2.148217 -2.18 1.12 -0.12
C -9.245009 1.745875 2.168887 0.15 0.36 2.01
C -9.748879 1.797925 3.622747 1.64 0.23 0.08
O -9.384099 0.599415 4.276727 -0.85 -2.08 0.36
C -10.229869 0.323315 5.400007 -0.02 0.35 -0.95
H -3.611749 -0.069315 0.672357 -0.10 0.39 0.16
H -4.551599 -1.073725 -0.388103 -0.38 -0.09 -0.14
H -4.176419 -1.590885 1.276397 -0.21 -0.19 -0.09
H -5.632239 1.193995 -0.336493 0.23 -0.31 -0.34
H -5.324169 1.874905 1.215857 -0.09 0.00 0.53
H -8.071619 0.616155 0.355747 0.52 -0.65 -0.53
H -7.651709 2.269885 0.168887 0.19 0.28 0.26
H -7.533919 0.818675 2.764287 0.14 -0.35 -0.28
H -9.817829 0.965125 1.668467 0.17 -0.54 -0.22
H -9.563669 2.669105 1.684927 0.37 0.25 -0.09
H -10.802289 2.075935 3.656467 -0.21 -0.34 0.19
H -9.132899 2.431215 4.261207 -0.39 1.58 -0.69
H -11.237589 0.224465 4.996487 -0.34 0.04 0.34
H -10.182009 1.153375 6.104857 -0.09 0.07 0.21
H -9.987789 -0.608745 5.910647 0.46 0.09 -0.30
C 6.729961 -1.469125 7.695317 -0.22 -0.34 -0.20
O 6.344071 -0.669935 6.607297 -0.60 -0.38 -1.10
C 6.474461 -1.310895 5.296117 0.44 0.61 0.76
C 5.611911 -0.678545 4.218747 -0.11 1.58 2.30
N 5.789041 0.774775 4.202607 1.32 0.11 -2.28
C 5.083681 1.371565 3.044297 0.77 1.29 2.92
C 5.251241 2.899445 3.177777 -0.28 -0.20 -0.91
O 4.742471 3.477695 4.391167 0.75 -1.52 -0.65
C 4.965411 4.852345 4.368947 -0.84 0.73 0.49
H 7.760161 -1.824685 7.676197 0.44 0.32 -0.27
H 6.142981 -2.387195 7.721897 -0.38 -0.11 0.20
H 6.580791 -0.891595 8.607627 -0.07 -0.03 -0.07
H 6.222761 -2.371235 5.275817 0.07 -0.26 0.62
H 7.530721 -1.178685 5.061737 0.12 -0.24 -0.42
H 4.559801 -0.742645 4.496327 -0.39 -1.40 -0.39
H 5.915481 -1.164725 3.291617 -0.45 0.39 -0.12
H 5.524561 1.273565 5.040077 -0.08 -0.51 0.20
H 4.026251 1.141675 3.175077 -0.40 -0.07 -0.74
H 5.518061 1.045315 2.099327 -0.20 -0.12 0.01
H 4.714271 3.307095 2.321287 -0.38 0.45 -0.04
H 6.281681 3.226235 3.038137 0.34 -0.33 0.21
H 4.641731 5.222705 3.396247 0.16 0.43 0.02
H 5.973451 5.175395 4.628947 0.41 -0.37 -0.33
H 4.331861 5.279265 5.146417 -0.20 0.07 -0.11
C 3.451651 -7.164935 -4.948373 0.03 -0.57 -0.35
O 2.814961 -5.952645 -4.670903 -0.38 -0.03 -0.76
C 1.497621 -5.836415 -5.316453 2.74 1.05 0.64
C 1.065911 -4.475395 -4.901133 -1.20 1.15 0.38
N 1.600881 -3.267715 -5.590053 -0.65 -1.70 -0.38
C 0.904641 -2.063265 -5.220383 1.40 1.85 1.01
C 1.107691 -1.641575 -3.760013 -2.28 -0.33 0.64
O 2.396531 -1.487875 -3.375033 3.06 -0.15 -1.25
C 2.587791 -0.891395 -2.137903 -0.66 -0.09 0.83
H 3.484341 -7.352485 -6.021623 0.13 0.06 -0.21
H 2.892031 -7.992285 -4.512013 0.02 -0.25 0.22
H 4.471731 -7.159775 -4.564293 -0.13 0.14 0.10
H 0.874291 -6.631045 -4.906413 -0.26 0.02 -0.41
H 1.671141 -5.798695 -6.391893 -0.29 -0.71 -0.18
H 1.241241 -4.372305 -3.830273 -0.21 -0.22 0.26
H -0.011229 -4.536195 -5.056573 -0.32 0.69 0.05
H 2.560871 -3.125635 -5.310173 0.22 -0.17 -0.02
H -0.143989 -1.929615 -5.486103 -0.07 -0.79 -0.09
H 1.405691 -1.224155 -5.703033 0.06 -0.09 -0.77
H 0.658971 -2.378315 -3.093713 -0.58 -0.17 0.31
H 0.629561 -0.680015 -3.573243 -0.72 0.13 -0.13
H 3.622731 -0.601275 -1.956693 0.00 -0.14 -0.42
H 2.281161 -1.578185 -1.348983 0.06 -0.24 0.30
H 1.936871 -0.026245 -2.011713 0.00 0.43 -0.11
C 8.935561 -4.364465 3.848467 0.13 1.45 0.25
O 7.826201 -3.728365 3.238467 -0.77 -0.48 -0.22
C 7.149161 -4.655195 2.387827 -0.75 0.53 0.42
C 5.827431 -4.025265 1.878267 -0.10 -1.21 -0.50
N 5.958051 -2.729235 1.245577 0.82 -0.29 -0.90
C 6.653301 -2.797895 -0.106053 0.81 0.80 1.25
C 6.916121 -1.401475 -0.643663 -0.54 2.20 0.47
O 7.908681 -0.642785 0.149617 -0.33 -1.30 -0.43
C 8.153651 0.672955 -0.324043 -0.14 -0.55 -0.15
H 9.003771 -3.946025 4.852637 -0.05 -0.33 0.24
H 9.823621 -3.986455 3.341937 0.34 -0.64 -0.20
H 8.841201 -5.450105 3.872457 0.16 0.05 -0.03
H 6.870921 -5.505295 3.010727 -0.02 -0.41 -0.13
H 7.864771 -4.976595 1.631047 -0.25 -0.09 -0.44
H 5.079521 -4.030695 2.671177 0.41 0.68 0.56
H 5.283101 -4.695095 1.212587 0.49 -0.38 -0.53
H 6.596631 -2.311965 1.907537 0.35 1.02 -0.38
H 6.109341 -3.459615 -0.780103 -0.32 0.41 -0.06
H 7.676601 -3.172835 -0.086223 0.17 -0.73 0.58
H 6.006241 -0.804675 -0.579923 -0.46 0.02 0.13
H 7.183781 -1.309305 -1.696263 0.38 -0.68 -0.14
H 8.375091 0.690285 -1.391173 -0.16 -0.13 -0.31
H 9.051121 1.070165 0.150147 -0.20 -0.16 0.36
H 7.296561 1.318415 -0.132023 -0.07 0.19 0.05
C -3.759159 0.687085 5.460307 0.95 -0.09 0.21
O -2.545949 -0.061595 5.318727 -0.65 -1.05 -0.09
C -2.763759 -1.470895 4.966117 1.33 0.95 -0.61
C -1.375479 -2.191005 4.850667 -2.74 0.07 -0.84
N -0.822419 -2.650365 6.086607 -0.27 0.10 -0.60
C -0.191809 -1.501445 6.703057 1.96 -1.20 0.84
C 0.656701 -1.885805 7.944687 -0.01 0.18 0.29
O 1.902051 -2.565905 7.636107 -0.89 0.46 -0.54
C 2.937081 -2.464675 8.599857 0.40 -0.21 -1.16
H -4.284339 0.760905 4.508017 -0.26 -0.13 0.00
H -3.478539 1.687285 5.790387 0.16 0.04 -0.23
H -4.374089 0.292275 6.269067 -0.31 -0.35 -0.18
H -3.211659 -1.530005 3.974157 -0.17 0.28 -0.34
H -3.485439 -1.956335 5.623107 0.31 -0.04 0.51
H -0.704859 -1.602665 4.224387 0.23 0.69 0.21
H -1.511849 -3.066205 4.215417 -0.51 -0.19 -0.03
H -0.191089 -3.315655 5.663627 1.10 -0.33 1.27
H -0.962749 -0.751085 6.878287 0.25 -0.06 0.44
H 0.541901 -1.085295 6.012707 -0.04 0.57 -0.24
H 0.129401 -2.580525 8.598467 -0.41 0.24 0.15
H 0.901961 -0.957865 8.461287 -0.05 0.09 0.21
H 3.488931 -1.529665 8.503337 -0.28 0.37 0.19
H 3.650351 -3.209965 8.247877 0.06 -0.26 0.45
H 2.653581 -2.645645 9.636667 -0.30 -0.06 -0.04
C -1.618209 1.114265 -4.191103 0.34 0.07 0.43
O -1.218009 1.322135 -2.849323 -0.69 -0.09 1.47
C -2.307279 1.498285 -1.930693 0.35 0.56 1.35
C -1.836069 1.710905 -0.452513 0.35 -1.11 -1.37
N -1.215899 0.434985 0.048907 -1.19 1.27 -0.26
C -0.943239 0.565075 1.471177 1.38 0.53 0.60
C 0.280281 -0.286855 1.818607 0.31 -0.67 -0.54
O 1.415521 0.009625 0.977487 -1.49 0.70 -0.33
C 2.620821 -0.652415 1.203797 0.52 -0.25 0.75
H -1.697069 2.081665 -4.687113 0.09 -0.01 -0.38
H -2.582079 0.610715 -4.265263 -0.02 -0.25 0.06
H -0.810629 0.487385 -4.569143 -0.29 0.14 -0.69
H -2.963119 0.635735 -1.812423 0.09 -0.49 -0.75
H -2.925369 2.337885 -2.248713 -0.01 0.28 -0.06
H -2.709599 1.985955 0.138577 -0.13 -0.32 0.08
H -1.155509 2.553045 -0.327043 0.31 0.03 -0.18
H -0.353809 0.299185 -0.459483 0.41 0.15 0.04
H -1.761109 0.222855 2.105277 -0.24 -0.25 -0.13
H -0.838889 1.620385 1.723207 0.35 0.16 0.17
H -0.106519 -1.277185 1.578357 0.45 -0.69 0.00
H 0.591011 -0.330285 2.862467 -0.21 0.45 0.15
H 2.593161 -1.740475 1.144957 -0.41 -0.27 -0.40
H 3.012511 -0.461795 2.202957 -0.01 0.23 0.22
H 3.348501 -0.275825 0.484927 -0.08 -0.01 -0.01
C 1.012641 4.192155 -1.942693 -0.50 -0.31 0.52
C -0.000909 5.316285 -2.169373 -0.04 -0.04 -0.73
O -1.389819 4.955195 -2.086223 1.19 -0.57 0.86
O 0.953471 3.158835 -2.945213 0.22 0.95 0.86
H 0.844541 3.754655 -0.958603 -0.22 -0.31 0.18
H 2.032431 4.567795 -1.858903 -0.03 0.22 -0.55
H 0.158211 5.633775 -3.199903 0.22 0.47 0.00
H 0.129051 6.142955 -1.470923 0.46 0.00 0.00
H -1.727739 5.016025 -2.982723 -0.54 -0.24 -0.45
H 0.110681 2.725775 -2.791013 -0.50 -0.71 -0.13
C 1.970801 -5.987495 -1.472093 0.26 0.61 0.13
C 2.086951 -5.826705 0.072197 0.12 -1.94 -2.42
O 2.322421 -4.528905 0.378867 -0.08 2.03 0.75
O 3.052681 -5.320555 -2.122283 0.33 0.06 1.88
H 1.068701 -5.451015 -1.766203 -0.52 -0.30 -0.12
H 1.928661 -7.043875 -1.737393 -0.15 -0.09 -0.04
H 2.925101 -6.452325 0.379137 -0.07 -0.35 0.45
H 1.122591 -6.178255 0.438967 0.11 -0.13 0.54
H 2.658171 -4.137605 -0.430913 0.39 0.45 -0.15
H 3.069001 -5.503365 -3.064573 -0.38 -0.16 -0.61
C 2.815361 -3.253415 3.961607 0.60 1.00 0.90
C 1.810751 -4.339415 3.654067 -1.02 0.87 -0.13
O 1.281861 -4.901965 4.837397 0.17 -0.32 0.88
O 2.316161 -2.099655 4.722967 0.15 -1.01 -1.64
H 3.264601 -2.826655 3.064847 -0.56 0.00 -0.33
H 3.706001 -3.631625 4.463417 -0.10 -0.42 0.52
H 2.153021 -5.141155 2.999717 0.53 0.29 -0.18
H 0.943131 -3.855165 3.205927 0.14 0.25 -0.81
H 0.467941 -5.334845 4.569537 -0.07 -0.17 0.24
H 1.940761 -2.367375 5.564987 0.26 -0.54 0.46
C -3.936789 -3.899545 -2.509493 -0.93 0.17 -1.20
C -3.412779 -2.972365 -3.615693 0.43 -0.84 -0.03
O -3.884799 -3.420855 -4.932723 0.13 0.84 1.15
O -3.301279 -5.178105 -2.648373 0.13 0.61 0.33
H -4.999989 -3.997745 -2.728723 -0.31 -0.28 -0.15
H -3.940779 -3.476825 -1.504813 0.87 0.10 0.01
H -2.324709 -2.948745 -3.555303 0.22 -0.25 -0.25
H -3.678419 -1.930565 -3.436283 -0.59 -0.10 -0.16
H -3.198449 -3.908175 -5.394283 0.15 -0.05 0.32
H -3.558049 -5.711625 -1.892713 -0.03 -0.13 0.00
C -5.844439 3.779955 -1.755243 0.97 1.62 -1.21
C -5.163039 4.500875 -2.973573 -1.43 -0.97 0.79
O -6.112809 5.271505 -3.667883 0.11 0.44 0.60
O -6.866149 2.857715 -2.103373 0.68 -0.11 -0.10
H -6.266459 4.596345 -1.169163 0.10 -0.17 0.53
H -4.967769 3.329715 -1.289583 -0.57 -0.59 0.66
H -4.755429 3.688295 -3.574953 0.26 0.10 -0.44
H -4.353549 5.134525 -2.611203 0.02 -0.02 0.06
H -6.380429 4.813605 -4.468073 0.16 -0.01 -0.56
H -7.617099 3.386055 -2.383593 -0.10 0.10 -0.09
C 1.356371 2.738935 -7.296403 -0.96 0.72 0.83
C 0.693651 3.803315 -6.376743 0.82 0.52 -1.41
O 1.536551 4.135755 -5.337153 0.68 0.26 0.53
O 0.464241 2.604825 -8.414243 0.29 -0.25 0.15
H 1.557541 1.848445 -6.700873 -0.50 -0.51 -0.23
H 2.349961 3.090865 -7.573973 -0.09 0.26 -0.36
H -0.330999 3.596885 -6.067583 -0.04 -0.55 -0.01
H 0.663421 4.725715 -6.956713 -0.44 0.01 -0.52
H 1.280211 3.652335 -4.548363 0.06 -0.24 0.64
H 0.433711 1.703425 -8.743113 0.33 0.02 0.17
C -6.556499 2.670455 -5.842743 0.26 -0.04 -1.43
C -5.318749 1.735605 -5.854093 -0.86 0.42 1.18
O -4.753409 1.578695 -7.133413 0.00 0.00 -0.49
O -6.311199 4.086635 -6.036863 -0.43 -1.49 1.68
H -7.185189 2.495425 -4.969693 0.39 0.38 0.27
H -7.165859 2.349155 -6.687473 -0.29 -0.17 -0.21
H -5.534719 0.712115 -5.547613 -0.58 0.18 0.67
H -4.590669 2.150155 -5.156843 0.34 -0.08 -0.26
H -5.447889 1.182915 -7.665053 0.13 0.01 -0.43
H -5.886469 4.275085 -6.876913 0.06 -0.33 -0.69
C -0.850569 -3.122835 -0.597693 -1.82 0.83 0.54
C -1.433349 -4.106915 0.433877 0.56 1.61 0.83
O -1.867289 -3.434375 1.661467 0.78 -1.05 -0.85
O -1.852379 -2.086095 -0.771073 -0.34 -1.92 -1.03
H -0.800959 -3.726655 -1.503813 0.27 0.33 -0.41
H 0.094831 -2.625965 -0.379903 0.22 -0.50 0.31
H -0.633719 -4.800795 0.693137 -0.32 -0.25 0.24
H -2.285609 -4.588765 -0.045273 0.02 -0.23 0.10
H -2.374049 -2.665585 1.389887 -0.11 0.15 -0.30
H -1.665459 -1.240935 -0.355913 0.64 0.89 0.34
C -1.775559 -0.445765 -7.979613 1.01 -0.19 0.37
C -2.182759 0.346035 -9.198163 -1.27 -1.59 1.00
O -2.535059 -0.563875 -10.227293 0.36 0.69 -1.11
O -0.496449 -1.073675 -8.211243 -0.50 0.60 0.42
H -2.413879 -1.275015 -7.674683 -0.56 0.05 -0.52
H -1.808579 0.216725 -7.114683 0.61 0.28 0.25
H -1.360679 0.999215 -9.490813 -0.14 -0.05 -0.40
H -3.039759 0.948215 -8.896473 -0.06 0.37 -0.23
H -3.026319 -1.315525 -9.887743 0.07 0.13 0.33
H -0.076439 -0.512425 -8.867143 0.38 -0.27 -0.11
C -3.873639 5.123225 -8.089893 -0.08 -0.13 -0.87
C -2.722789 4.116785 -7.957943 -0.43 1.96 -0.98
O -2.926609 3.344945 -6.845203 0.98 -0.24 1.49
O -5.151119 4.461135 -8.375003 0.96 0.73 0.70
H -3.732419 5.918465 -8.821843 0.35 -0.31 -0.51
H -3.882909 5.712525 -7.172983 -0.87 -0.49 0.42
H -1.834309 4.725855 -7.791433 0.27 -0.08 0.03
H -2.547449 3.603615 -8.903463 -0.12 -0.52 0.05
H -3.573699 2.648835 -6.980543 -0.30 -0.17 -0.66
H -5.221319 4.270865 -9.313333 0.13 0.08 -0.02
O -2.926019 3.499295 2.627727 0.01 -0.55 0.81
H -3.873169 3.437855 2.751657 -0.23 -0.07 0.16
H -2.820539 4.056095 1.856307 0.22 0.25 -0.65
O -2.326629 5.198695 -4.499833 0.10 0.35 -0.14
H -2.398019 6.097045 -4.822483 0.00 0.33 0.04
H -2.704279 4.662545 -5.197083 -0.20 -0.74 -0.45
O -2.559369 4.741935 0.317877 -0.44 0.14 0.59
H -1.989029 4.528115 -0.420513 0.22 0.02 -0.78
H -2.573109 5.698755 0.341297 -0.03 0.25 -0.07
```
Forces are in eV/Å.

Properties
E_HOMO, eV: -7.4
Largest force on an atom, hartree/bohr: 0.064
2S+1: 1